(1)
Density functional theory data (wB97M-V/def2-TZVPD) for a molecular structure, C37H43NO2PPb.

Last column: Löwdin charge in e.
Atoms and positions in Å:
O  -2.4071  -3.0837  -1.9194  -0.113
C  -3.3736  -2.1943  -1.2872  -0.158
C  -4.5466  -3.0303  -1.7779  -0.075
H  -3.3205  -1.1839  -1.7043  0.102
H  -3.2773  -2.1871  -0.2113  0.060
C  -3.4947  -3.6541  -2.7410  -0.534
H  -5.4093  -2.4824  -2.1743  0.081
H  -4.8534  -3.7464  -1.0034  0.109
C  -3.4353  -3.0009  -4.1187  -0.011
H  -3.8736  -1.9994  -4.0337  0.072
H  -3.9804  -3.5995  -4.8683  0.078
H  -2.3850  -2.8729  -4.4219  0.091
C  -3.4848  -5.1699  -2.7750  -0.020
H  -3.9943  -5.5518  -1.8893  0.073
H  -2.4714  -5.5671  -2.7850  0.086
H  -4.0109  -5.5018  -3.6819  0.076
Pb  -0.8379  1.1063  0.3315  1.211
C  0.2983  -2.0242  1.7205  -0.179
C  -0.2484  -0.8828  2.3826  -0.287
C  -1.6717  -0.9319  2.2264  -0.309
H  0.2958  -0.1561  2.9849  0.059
C  -1.9783  -2.1661  1.5913  -0.215
C  -0.7618  -2.7852  1.1995  -0.146
H  -0.6564  -3.6902  0.6056  0.086
H  1.3514  -2.2802  1.6299  0.063
H  -2.3965  -0.1980  2.5935  0.054
H  -2.9711  -2.6085  1.5112  0.072
C  1.8168  -1.0757  -0.9635  -0.186
C  1.2999  -2.2521  -1.5373  -0.141
C  0.0992  -1.9032  -2.2140  -0.166
H  1.7432  -3.2476  -1.4731  0.082
C  -0.1568  -0.5280  -2.0273  -0.260
C  0.9759  0.0192  -1.3395  -0.352
H  1.2452  1.0752  -1.2630  0.034
H  2.7114  -1.0111  -0.3467  0.056
H  -0.5166  -2.5749  -2.7903  0.058
H  -1.0421  0.0180  -2.3711  0.051
O  -4.7805  0.7486  -1.8180  -0.157
C  -5.9297  0.2140  -2.5249  -0.190
C  -7.0861  1.2468  -2.6149  -0.159
H  -6.2691  -0.6880  -1.9996  0.095
H  -5.6203  -0.1093  -3.5259  0.112
C  -6.6255  2.4004  -1.7240  -0.168
H  -8.0282  0.8311  -2.2506  0.102
H  -7.2382  1.5959  -3.6538  0.108
C  -5.2068  2.0053  -1.2452  -0.188
H  -7.2811  2.5239  -0.8598  0.101
H  -6.6033  3.3435  -2.2856  0.104
H  -5.2169  1.8928  -0.1507  0.115
H  -4.4570  2.7640  -1.5373  0.117
N  1.2386  1.2597  1.1873  -0.444
P  2.7810  1.5831  1.4870  0.757
C  3.7248  2.3032  0.0979  -0.290
C  4.2235  1.4490  -0.8934  -0.095
C  4.9352  1.9453  -1.9860  -0.075
C  5.1950  3.3246  -2.0726  -0.103
C  4.7250  4.1851  -1.0721  -0.105
C  3.9911  3.6855  0.0137  -0.078
C  2.8580  2.6689  2.9473  -0.278
C  1.8002  3.5723  3.1250  -0.102
C  1.6988  4.3166  4.3003  -0.095
C  2.6590  4.1717  5.3128  -0.104
C  3.7514  3.3065  5.1289  -0.090
C  3.8395  2.5502  3.9493  -0.069
C  4.0266  0.2808  1.9281  -0.296
C  5.4212  0.4789  1.9288  -0.107
C  6.2770  -0.4795  2.4820  -0.095
C  5.7564  -1.7113  2.9047  -0.096
C  4.3727  -1.9402  2.8646  -0.065
C  3.5165  -0.9258  2.4141  -0.075
H  4.0713  0.3692  -0.7997  0.091
H  5.2771  1.2486  -2.7598  0.105
H  5.7555  3.6990  -2.9313  0.092
H  4.9313  5.2578  -1.1463  0.094
H  3.6390  4.3616  0.7948  0.097
H  1.0415  3.6468  2.3459  0.085
H  0.8566  4.9986  4.4340  0.096
H  2.5544  4.7178  6.2532  0.093
H  4.5217  3.2007  5.9005  0.097
H  4.6664  1.8557  3.8213  0.087
H  5.8540  1.4085  1.5391  0.114
H  7.3355  -0.2649  2.6256  0.095
H  6.4044  -2.4886  3.3055  0.092
H  3.9253  -2.8700  3.2183  0.105
H  2.4360  -1.0115  2.4833  0.066

As for the charge: -1.

***

(2)
Density functional theory data (wB97M-V/def2-TZVPD) for 13 unconnected molecules or ions with the total composition F6H24O12P.

Last column: Löwdin charge in e.
Atoms and positions in Å:
P  12.9477  -15.7633  -18.9968  0.192
F  14.3726  -16.5016  -18.8731  -0.139
F  12.2683  -16.8092  -17.9856  -0.129
F  13.2155  -14.7701  -17.7895  -0.111
F  11.5386  -15.0170  -19.2968  -0.147
F  13.6535  -14.7186  -20.0305  -0.153
F  12.5885  -16.7976  -20.2425  -0.179
O  14.7230  -16.6239  -22.2476  -0.048
H  14.7538  -17.5846  -22.2947  0.022
H  13.9238  -16.4525  -21.7320  -0.004
O  16.0226  -13.4381  -21.5485  -0.054
H  15.6489  -12.7812  -22.1433  0.043
H  15.2447  -13.8733  -21.1781  -0.006
O  14.9069  -19.4405  -19.4152  -0.051
H  15.2976  -19.1757  -20.2527  0.024
H  14.4262  -18.6601  -19.1126  0.002
O  12.5542  -19.2134  -22.1045  -0.055
H  12.6444  -18.6549  -21.3220  -0.005
H  11.6098  -19.3775  -22.1754  0.034
O  14.3410  -11.8947  -19.3269  -0.060
H  13.5687  -12.4647  -19.3968  0.004
H  15.0813  -12.5053  -19.4069  0.015
O  16.0383  -15.6403  -16.3609  -0.050
H  15.9079  -15.1299  -17.1693  0.022
H  16.9028  -16.0423  -16.4792  0.041
O  12.7086  -13.9685  -14.9145  -0.061
H  13.0530  -14.3300  -15.7385  -0.004
H  11.7551  -13.9836  -15.0408  0.023
O  10.7774  -12.4940  -17.2336  -0.050
H  10.5444  -11.7321  -17.7712  0.032
H  11.0745  -13.1587  -17.8668  0.004
O  14.1023  -17.9087  -15.8540  -0.070
H  14.4226  -16.9956  -15.8437  -0.004
H  13.2704  -17.8559  -16.3345  0.003
O  11.6230  -13.5508  -21.9317  -0.058
H  10.9643  -12.9387  -21.5926  0.029
H  11.5019  -14.3515  -21.4075  0.004
O  16.9753  -15.7636  -19.3933  -0.057
H  16.2543  -15.8509  -20.0296  0.006
H  17.0807  -16.6543  -19.0443  0.033
O  9.7209  -18.0698  -19.2352  -0.060
H  10.4048  -18.6832  -19.5186  0.022
H  10.2151  -17.3736  -18.7868  0.004

As for the charge: -1.

***

(3)
Density functional theory data (wB97M-V/def2-TZVPD) for a molecular structure, C36H42BrN3P2Si2Y.

Last column: Löwdin charge in e.
Atoms and positions in Å:
Y  -0.8245  0.6737  0.3832  1.374
C  0.1196  5.4869  -1.1296  -0.159
Si  -0.8085  3.8731  -1.0717  0.318
C  -2.3525  4.0908  -0.0198  -0.178
C  -1.3067  3.3428  -2.7979  -0.166
N  0.0508  2.5637  -0.3221  -0.394
P  1.5895  1.9545  -0.3173  0.673
C  1.4786  0.3421  0.2007  -0.502
P  1.3799  -0.3597  1.7348  0.665
N  -0.1140  0.0140  2.3533  -0.390
Si  -0.8250  0.6064  3.8177  0.316
C  -1.4528  -0.7801  4.9009  -0.174
C  0.2894  1.7446  4.7884  -0.150
C  -2.2910  1.6228  3.1938  -0.179
C  2.6611  -0.0843  2.9778  -0.277
C  2.5349  -0.7388  4.2046  -0.102
C  3.4903  -0.5680  5.1897  -0.070
C  4.5866  0.2554  4.9543  -0.065
C  4.7295  0.8885  3.7305  -0.060
C  3.7708  0.7129  2.7407  -0.063
C  1.3801  -2.1593  1.5261  -0.306
C  0.4880  -2.9685  2.2231  -0.097
C  0.5253  -4.3483  2.0704  -0.077
C  1.4575  -4.9249  1.2206  -0.075
C  2.3501  -4.1222  0.5203  -0.070
C  2.3106  -2.7461  0.6704  -0.077
C  2.6243  3.0845  0.6423  -0.310
C  3.9831  3.2369  0.3748  -0.098
C  4.7736  4.0208  1.2019  -0.067
C  4.2122  4.6521  2.3036  -0.068
C  2.8577  4.5104  2.5724  -0.067
C  2.0667  3.7335  1.7410  -0.098
C  2.2423  2.0200  -2.0039  -0.302
C  2.6115  3.2384  -2.5749  -0.104
C  3.0136  3.2996  -3.8995  -0.068
C  3.0482  2.1404  -4.6649  -0.072
C  2.6935  0.9246  -4.1006  -0.071
C  2.2955  0.8627  -2.7725  -0.082
H  -0.5709  6.3038  -1.3520  0.040
H  0.8827  5.4818  -1.9082  0.018
H  0.6062  5.7093  -0.1776  0.032
H  -3.0559  4.7842  -0.4859  0.039
H  -2.0978  4.4944  0.9632  0.032
H  -2.9007  3.1545  0.1495  -0.002
H  -1.9428  4.0839  -3.2869  0.038
H  -1.8515  2.3924  -2.7956  0.013
H  -0.4188  3.1990  -3.4192  0.028
H  -0.6369  -1.4221  5.2406  0.024
H  -2.1743  -1.4099  4.3739  0.024
H  -1.9454  -0.3849  5.7923  0.038
H  1.0707  1.1998  5.3193  0.024
H  -0.2910  2.3055  5.5246  0.041
H  0.7862  2.4603  4.1291  0.018
H  -3.0105  1.0314  2.6159  0.010
H  -1.9575  2.4722  2.5819  0.012
H  -2.8582  2.0583  4.0190  0.047
H  1.6896  -1.3933  4.3882  0.099
H  3.3885  -1.0795  6.1378  0.111
H  5.3346  0.3906  5.7245  0.109
H  5.5898  1.5167  3.5393  0.108
H  3.8955  1.1864  1.7789  0.081
H  -0.2377  -2.5152  2.8890  0.077
H  -0.1685  -4.9728  2.6182  0.105
H  1.4895  -6.0000  1.1024  0.107
H  3.0757  -4.5718  -0.1447  0.108
H  2.9926  -2.1137  0.1143  0.105
H  4.4283  2.7353  -0.4761  0.116
H  5.8273  4.1394  0.9861  0.111
H  4.8296  5.2617  2.9504  0.110
H  2.4205  5.0085  3.4281  0.110
H  1.0059  3.6291  1.9391  0.092
H  2.6021  4.1421  -1.9784  0.095
H  3.3069  4.2464  -4.3335  0.110
H  3.3637  2.1856  -5.6991  0.108
H  2.7358  0.0203  -4.6936  0.107
H  2.0379  -0.0831  -2.3110  0.085
Br  -7.5272  -1.6911  0.0075  0.847
C  -5.7734  -1.0482  0.0012  -0.676
C  -5.4276  0.0294  -0.8026  -0.075
C  -4.1191  0.4683  -0.7734  -0.114
N  -3.1768  -0.0940  -0.0062  -0.067
C  -3.5286  -1.1356  0.7631  -0.132
C  -4.8093  -1.6468  0.8009  -0.077
H  -6.1555  0.5140  -1.4359  0.117
H  -3.8117  1.3076  -1.3868  0.110
H  -2.7475  -1.5744  1.3782  0.112
H  -5.0469  -2.4872  1.4361  0.116

As for the charge: +1.

***

Calculated values (Eh) of HOMO-LUMO gap for the records, taken in order: 0.1973 0.3952 0.2690.
Calculated values (eV/Å) of max |F| for the records, taken in order: 4.0 1.2 0.7.
Calculated values (kJ/mol) of relative energy (zero: lowest compared OMol25 entry of this formula, charge and spin) for the records, taken in order: 82.3 81.2 7.2.